{"formula": "C4H8AgO3", "method": "ωB97M-V/def2-TZVPD", "total_charge": 2, "mol_weight_g_mol": 211.97, "spin_multiplicity": 2, "e_lumo_ev": [-9.6, -14.1], "homo_ev": [-20.1, -19.4], "total_energy_ha": -528.961686, "s2": 0.756, "elements": ["C", "C", "O", "H", "H", "H", "H", "H", "Ag", "O", "O", "C", "C", "H", "H", "H"], "positions_angstrom": [[-1.872, 3.007, -1.411], [-0.965, 1.852, -1.061], [-1.289, 1.487, 0.290], [-1.848, 3.212, -2.489], [-2.905, 2.808, -1.099], [-1.514, 3.899, -0.881], [0.095, 2.139, -1.100], [-1.137, 0.987, -1.718], [1.062, 0.082, 1.759], [-0.638, 0.287, 0.600], [0.334, -1.791, 1.590], [-0.812, -1.975, 1.179], [-1.547, -0.873, 0.520], [-1.773, -1.132, -0.526], [-1.244, -2.986, 1.152], [-2.474, -0.650, 1.072]], "mulliken_charge": [-1.1129, -0.1227, -0.1243, 0.3804, 0.3500, 0.3346, 0.3310, 0.3246, 0.9843, -0.1412, -0.4198, 0.1934, -0.2009, 0.3800, 0.4251, 0.4184]}